# 1
ORCA calculation (ωB97M-V/def2-TZVPD) on a 2-piece molecular cluster, C4H12 overall in a non-equilibrium geometry.

Properties
Gap between HOMO and LUMO (spin up / spin down)   2.75 / 12.15 eV
⟨S²⟩   0.7503
Total charge   -1
Highest occupied orbital energy (spin up / spin down)   1.52 / -7.78 eV
Energy above the lowest of the compared OMol25 structures with the same formula, charge and spin   12.0 kJ/mol
Multiplicity   2

Each line ends with the Löwdin charge.
CARTESIAN COORDINATES (ANGSTROEM)
C -2.28374 -2.12317 0.88272  -0.329
C -1.14487 -1.34340 0.25502  -0.458
H -1.91354 -3.05456 1.32778  0.036
H -2.76247 -1.58758 1.69831  0.033
H -2.99255 -2.42048 0.12038  0.033
H -1.44198 -0.41120 -0.22967  0.016
H -0.59822 -1.94660 -0.47273  0.015
H -0.40283 -0.99893 0.98721  0.016
C 2.09761 1.89174 0.07353  -0.285
C 1.32256 1.54433 -1.18892  -0.292
H 3.05201 1.35661 0.13033  0.039
H 2.37584 2.94814 0.06046  0.043
H 1.52518 1.62761 0.95778  0.027
H 0.71832 0.64025 -1.15975  0.028
H 1.90489 1.57089 -2.11071  0.042
H 0.54381 2.30634 -1.33175  0.036

# 2
ORCA calculation (ωB97M-V/def2-TZVPD) on C33H30IrN4OS3 as an isolated structure in a non-equilibrium geometry.

Properties
Gap between HOMO and LUMO (spin up / spin down)   3.68 / 4.01 eV
Total charge   +1
Highest occupied orbital energy (spin up / spin down)   -9.04 / -9.20 eV
Energy above the lowest of the compared OMol25 structures with the same formula, charge and spin   665.1 kJ/mol
Multiplicity   1

Each line ends with the Löwdin charge.
CARTESIAN COORDINATES (ANGSTROEM)
Ir 0.17297 -2.21262 -0.60858  1.203
C 0.72883 -0.43403 4.01139  -0.036
C -0.68516 -0.91056 3.65736  -0.631
C -1.67192 0.24745 3.78884  -0.033
C -1.10312 -2.05637 4.57615  -0.041
N -0.80240 -1.35050 2.25532  -0.058
N 0.11457 -2.34049 1.83007  0.021
H 0.73077 0.01295 5.00618  0.095
H 1.07539 0.32102 3.29968  0.075
H 1.44448 -1.25802 4.02466  0.078
H -1.73181 0.58136 4.82400  0.093
H -2.66302 -0.06816 3.46109  0.091
H -1.35759 1.09767 3.17550  0.073
H -1.19291 -1.69702 5.60146  0.092
H -0.36777 -2.86309 4.57200  0.078
H -2.06858 -2.45355 4.26069  0.089
H -0.69226 -0.55426 1.63882  0.077
H -0.17915 -3.22940 2.21345  0.107
H 1.07073 -2.16010 2.13106  0.097
O 2.11431 -1.99494 -0.72359  -0.377
C 2.57179 -0.93797 -1.52916  -0.598
C 2.49146 -1.38993 -2.98323  -0.469
C 3.47065 -1.54339 -3.91120  -0.092
C 3.00712 -2.15815 -5.11005  -0.152
C 1.68789 -2.46530 -5.06664  -0.377
S 0.97280 -1.98519 -3.57646  1.028
C 1.61556 0.24533 -1.33350  -0.556
C 1.32383 0.64432 0.10653  -0.103
C 0.28686 1.75013 0.28946  -0.149
C -0.08531 2.08614 -1.81652  -0.371
S 1.40415 1.45365 -2.64243  1.038
C 3.98680 -0.60041 -1.14852  -0.476
C 4.62471 0.60293 -1.13461  -0.115
C 5.98582 0.49634 -0.73699  -0.177
C 6.34142 -0.78384 -0.45426  -0.402
S 5.03493 -1.87569 -0.65873  1.085
H 4.49518 -1.23710 -3.75435  0.122
H 3.64007 -2.36330 -5.96150  0.113
H 1.07824 -2.91738 -5.83247  0.072
H 1.99216 0.31861 0.89731  0.138
H -0.02260 1.88532 1.32367  0.127
H -0.76164 2.49309 -2.56398  0.106
H 4.14519 1.53226 -1.41378  0.094
H 6.65910 1.33887 -0.66729  0.103
H 7.30186 -1.15438 -0.13311  0.067
N -1.74776 -2.40971 -0.57564  -0.022
C -2.89680 -2.45205 -0.56818  -0.058
C -4.31579 -2.47772 -0.54828  -0.212
C -5.01058 -3.66159 -0.28844  -0.020
C -6.39299 -3.64585 -0.25125  -0.060
C -7.08477 -2.46293 -0.47226  -0.055
C -6.39537 -1.28696 -0.73707  -0.060
C -5.01377 -1.28614 -0.77707  -0.017
H -4.46271 -4.57895 -0.12118  0.121
H -6.93547 -4.55933 -0.04878  0.114
H -8.16608 -2.45694 -0.44007  0.114
H -6.94030 -0.36906 -0.91268  0.113
H -4.46212 -0.37893 -0.98517  0.120
N 0.30371 8.47786 -0.23432  0.220
C 0.32101 7.33089 -0.30191  -0.145
C 0.32305 5.91315 -0.37861  -0.153
C 1.52702 5.21601 -0.59973  0.017
C 1.53024 3.85971 -0.68833  0.058
C 0.30784 3.07145 -0.59421  -0.332
C -0.88713 3.85292 -0.28047  0.059
C -0.88508 5.20925 -0.20509  0.018
C -0.52796 1.03621 -0.78595  -0.168
C 0.32040 -0.20469 -0.72254  -0.327
H 2.44501 5.78078 -0.69732  0.134
H 2.45843 3.32494 -0.84203  0.114
H -1.80121 3.28906 -0.12866  0.145
H -1.79525 5.75630 0.00157  0.133